[1]
Density functional theory data (the ωB97M-V functional and the def2-TZVPD basis) for C2H3AgMgO2 as an isolated structure.

As for the expectation value of S²: 0.751. The value obtained for the relative energy (zero: lowest compared OMol25 entry of this formula, charge and spin) is 0.0000 eV. The orbital gap (alpha / beta) comes out at 5.7 / 5.9 eV. As for the spin multiplicity: 2. The net charge is +1. The HOMO energy (alpha / beta) is -11.33 / -11.71 eV.

Cartesian coordinates (Å):
H 0.3845 -0.7281 -1.9577
O 1.3282 -0.2206 -1.7034
C 0.9987 0.1901 -0.4735
C -0.1679 -0.3919 -0.0240
O -0.9330 0.1916 0.9428
Mg -2.8307 0.5402 0.8939
Ag 0.3235 0.6496 2.7342
H 1.2315 1.2334 -0.2179
H -0.3349 -1.4643 -0.1943

Per-atom Löwdin charges, elementary charge units:
1 H 0.20
2 O -0.04
3 C -0.22
4 C -0.34
5 O -0.60
6 Mg 0.91
7 Ag 0.84
8 H 0.13
9 H 0.13



[2]
Density functional theory data (the ωB97M-V functional and the def2-TZVPD basis) for one molecule with the formula C3H4O3.

As for the SMILES: O=C1COCO1. The value obtained for the relative energy (zero: lowest compared OMol25 entry of this formula, charge and spin) is 0.8522 eV. The orbital gap comes out at 11.5 eV. The HOMO energy is -10.69 eV.

Cartesian coordinates (Å):
O -1.0459 1.8157 -1.0902
C -0.5154 0.9308 -0.4845
C 0.2664 -0.2509 -1.0259
O 0.7583 -0.9179 0.1129
C 0.1221 -0.3831 1.2480
O -0.5240 0.8205 0.8639
H 1.0958 0.0954 -1.6499
H -0.3939 -0.8855 -1.6315
H 0.8712 -0.1539 2.0107
H -0.6345 -1.0713 1.6465

Per-atom Löwdin charges, elementary charge units:
1 O 0.14
2 C -0.45
3 C -0.08
4 O -0.07
5 C -0.17
6 O 0.07
7 H 0.14
8 H 0.14
9 H 0.14
10 H 0.14



[3]
Density functional theory data (the ωB97M-V functional and the def2-TZVPD basis) for an isolated ion of composition C39H30NO4 and charge -1.

As for the SMILES: O=C([O-])[C@H]1Cc2ccccc2N1/C=C/[C@H](c1ccccc1)C(C(=O)c1ccccc1)(C(=O)c1ccccc1)c1ccccc1. The orbital gap comes out at 5.9 eV. The net charge is -1. The HOMO energy is -3.74 eV.

Cartesian coordinates (Å):
O 2.9635 2.8377 4.2813
C 3.2893 1.6383 4.3656
O 3.6366 0.8519 5.2648
C 3.0766 0.8702 2.9913
C 3.9927 -0.3464 2.8545
C 3.1049 -1.4979 3.1858
C 1.7702 -1.0649 3.3000
C 0.7497 -1.8876 3.7760
C 1.1119 -3.1918 4.1326
C 2.4491 -3.6148 4.0785
C 3.4645 -2.7569 3.6519
N 1.7379 0.2983 3.1311
C 0.5941 1.0628 3.1018
C -0.6514 0.6480 2.6480
C -1.9043 1.3936 2.9629
C -2.8697 0.5708 3.8204
C -3.4081 0.8606 5.0869
C -4.3633 0.0122 5.6587
C -4.7857 -1.1579 5.0104
C -4.2086 -1.4543 3.7777
C -3.2264 -0.6389 3.2318
H 3.1284 1.5750 2.1617
H 4.4138 -0.3703 1.8354
H 4.8343 -0.3431 3.5582
H -0.2608 -1.4957 3.8766
H 0.3285 -3.8420 4.5058
H 2.7065 -4.6058 4.4397
H 4.5343 -3.0001 3.6893
H 0.7547 2.1097 3.1893
H -0.6545 -0.3072 2.1235
H -1.5734 2.3330 3.4221
H -3.1109 1.7655 5.6254
H -4.7529 0.2462 6.6516
H -5.4582 -1.8595 5.4968
H -4.4536 -2.3692 3.2356
H -2.7428 -0.8919 2.2908
C -4.2693 0.2326 -1.7158
C -3.1967 -0.2535 -0.9728
C -2.7037 0.4716 0.1052
C -3.4007 1.5860 0.5371
C -2.8472 2.2623 1.7898
C -4.1408 2.7047 2.6052
C -4.0888 3.9669 3.4188
C -5.0957 4.9233 3.2341
C -5.2532 5.9420 4.1675
C -4.4258 5.9837 5.3149
C -3.3970 5.0519 5.4593
C -3.1972 4.0808 4.4841
O -5.1273 2.0061 2.6568
C -1.9051 3.3877 1.4452
C -1.9840 4.0470 0.1123
C -1.3376 3.4267 -0.9625
C -1.4557 3.9874 -2.2396
C -2.1636 5.1843 -2.4121
C -2.7609 5.8224 -1.3152
C -2.6634 5.2529 -0.0389
O -0.9458 3.7182 2.2077
C -4.4908 2.0946 -0.1962
C -4.8562 1.4705 -1.3922
H -4.6253 -0.3747 -2.5562
H -2.7616 -1.2362 -1.1717
H -1.8143 0.1885 0.6641
H -5.7468 4.8066 2.3649
H -6.0275 6.6908 4.0043
H -4.5885 6.7261 6.0978
H -2.7487 5.0729 6.3412
H -2.3679 3.3849 4.5861
H -0.8068 2.4862 -0.8016
H -0.9942 3.4878 -3.0944
H -2.3021 5.5958 -3.4073
H -3.3036 6.7669 -1.4052
H -3.1293 5.6848 0.8466
H -5.0416 2.9772 0.1423
H -5.6634 1.9025 -1.9959

Per-atom Löwdin charges, elementary charge units:
1 O -0.06
2 C -0.69
3 O -0.04
4 C -0.18
5 C -0.09
6 C -0.16
7 C -0.16
8 C -0.01
9 C -0.10
10 C -0.12
11 C -0.04
12 N -0.01
13 C -0.01
14 C -0.08
15 C -0.15
16 C -0.18
17 C -0.03
18 C -0.08
19 C -0.09
20 C -0.08
21 C -0.05
22 H 0.14
23 H 0.11
24 H 0.12
25 H 0.09
26 H 0.09
27 H 0.08
28 H 0.11
29 H 0.11
30 H 0.09
31 H 0.09
32 H 0.10
33 H 0.10
34 H 0.09
35 H 0.10
36 H 0.10
37 C -0.09
38 C -0.07
39 C -0.04
40 C -0.17
41 C -0.11
42 C -0.29
43 C -0.14
44 C -0.03
45 C -0.08
46 C -0.08
47 C -0.06
48 C -0.03
49 O 0.14
50 C -0.24
51 C -0.17
52 C -0.01
53 C -0.07
54 C -0.09
55 C -0.08
56 C -0.02
57 O 0.09
58 C -0.02
59 C -0.07
60 H 0.10
61 H 0.11
62 H 0.09
63 H 0.12
64 H 0.10
65 H 0.10
66 H 0.11
67 H 0.10
68 H 0.13
69 H 0.10
70 H 0.09
71 H 0.10
72 H 0.11
73 H 0.12
74 H 0.10



[4]
Density functional theory data (the ωB97M-V functional and the def2-TZVPD basis) for one molecule with the formula C4H9NO2.

As for the SMILES: C[C@@H](O)CC(N)=O. The value obtained for the relative energy (zero: lowest compared OMol25 entry of this formula, charge and spin) is 1.4981 eV. The orbital gap comes out at 10.6 eV. The HOMO energy is -9.83 eV.

Cartesian coordinates (Å):
C -2.1691 -0.1354 -0.5530
C -0.6977 0.2641 -0.7737
O -0.3466 1.5812 -0.4008
C 0.1925 -0.8061 -0.1432
C 1.7036 -0.6054 -0.0287
O 2.4900 -1.4820 -0.3398
N 2.1328 0.5918 0.4829
H -2.4508 -0.1773 0.5137
H -2.3265 -1.1495 -0.9430
H -2.8650 0.5460 -1.0456
H -0.3136 0.3875 -1.8996
H 0.3315 1.5675 -1.1556
H -0.1682 -1.0137 0.8708
H 0.0240 -1.7022 -0.7431
H 3.1178 0.6304 0.7058
H 1.5081 1.1610 1.0334

Per-atom Löwdin charges, elementary charge units:
1 C -0.04
2 C -0.47
3 O -0.08
4 C -0.09
5 C -0.53
6 O 0.05
7 N 0.15
8 H 0.09
9 H 0.08
10 H 0.08
11 H 0.17
12 H 0.12
13 H 0.13
14 H 0.13
15 H 0.11
16 H 0.10



Values of calculated total energy, in order: -575.1778, -342.4246, -1859.8689, -363.0305, all in Ha.